18
Properties=species:S:1:pos:R:3:forces:R:3 method="wB97M-V/def2-TZVPD" homo_lumo_gap_ev=9.232 total_energy_ha=-452.425797 multiplicity=1 total_charge=0 relative_energy_ev=0.9763 smiles=c1c[nH]cn1.c1c[nH]cn1
N -0.964106 0.537306 -2.400391 -0.22 0.98 1.00
N -0.328966 -2.571722 2.739537 1.72 0.68 -2.32
N 1.151883 -1.438593 1.355487 -1.67 -0.68 0.53
N -0.451106 2.525686 -1.440511 -0.01 -1.80 -0.25
C -0.924496 -1.548332 2.040157 -1.49 1.43 0.32
C 0.691553 1.684286 -1.370861 -0.14 0.14 -0.42
C 0.330033 0.473196 -1.956391 0.27 1.49 -0.33
C -0.094696 -0.835103 1.233378 0.39 0.10 0.16
C 0.894003 -2.522342 2.211998 1.53 0.62 1.09
C -1.403176 1.730526 -2.022221 -0.22 -0.63 -1.40
H -2.374986 2.042306 -2.404941 0.25 0.39 0.73
H 2.020553 -1.035093 0.996138 -0.54 -0.83 0.34
H 1.672643 2.056426 -1.075771 -0.54 -0.12 0.12
H -0.660946 3.462045 -1.085931 0.65 -0.75 -0.13
H 1.749703 -3.082282 2.589277 -0.40 -0.13 -0.27
H -0.314546 0.062017 0.654638 0.32 -0.52 0.15
H -1.930486 -1.170483 2.222687 0.09 -0.70 0.06
H 0.937133 -0.369843 -2.286281 0.02 0.33 0.62